Entry 1:
{"formula": "C37H63F9NO23S3", "method": "ωB97M-V/def2-TZVPD", "e_tot_ha": -5326.37313, "total_charge": -1, "homo_lumo_gap_ev": 8.4, "fmax_ev_per_a": 2.24, "spin_multiplicity": 1, "lumo_ev": 1.84, "elements": ["H", "C", "O", "C", "C", "H", "C", "C", "F", "O", "S", "H", "O", "H", "C", "O", "C", "H", "H", "C", "H", "O", "O", "H", "H", "H", "C", "H", "O", "C", "H", "H", "O", "O", "H", "H", "C", "H", "H", "F", "H", "C", "C", "O", "H", "F", "O", "H", "H", "O", "H", "H", "H", "H", "C", "H", "H", "N", "F", "C", "H", "C", "C", "C", "H", "H", "H", "H", "H", "H", "H", "C", "O", "O", "C", "H", "H", "F", "H", "C", "O", "H", "H", "H", "F", "H", "O", "O", "C", "C", "C", "C", "F", "O", "O", "H", "H", "H", "H", "H", "H", "H", "C", "F", "H", "C", "H", "C", "H", "O", "C", "H", "H", "H", "F", "C", "H", "C", "C", "H", "H", "C", "H", "O", "C", "C", "C", "S", "C", "H", "S", "H", "O", "O", "H", "H"], "xyz": [[-3.338101, -8.043857, 2.668152], [6.869438, -1.922364, 8.535026], [2.521833, -4.668185, -0.720487], [5.893363, 1.811392, -1.080181], [2.716265, -5.659327, -4.045982], [7.428600, 0.972746, -2.286257], [3.807029, -0.480673, 5.323031], [-2.864950, -5.534389, 3.452630], [0.998489, 2.018265, -3.100789], [4.605415, -2.223235, 7.234859], [2.236949, 1.769484, 1.778157], [9.483728, 6.618874, -4.996466], [-3.034743, -6.043075, 4.531645], [2.858031, 1.016943, 6.539227], [0.941692, -0.959847, 0.170380], [2.545436, 2.723670, 2.817283], [-1.566882, -3.789150, 4.326891], [1.835661, -5.929186, -4.627376], [-0.538457, -5.512655, 5.137116], [-7.966609, 0.184827, 2.809435], [2.567823, -0.620405, -1.174310], [5.077829, -0.381251, 6.008912], [-7.074260, 2.592340, 2.172992], [-8.363829, 0.883033, 3.542596], [6.225262, -1.748683, 9.396568], [-0.841907, 0.530641, -1.518504], [0.787615, -0.647579, -2.341334], [5.712780, 9.867978, -4.735968], [5.925168, 7.297267, -3.761253], [3.089558, -4.778731, -1.909158], [6.545773, 1.905360, -4.384334], [-9.188197, -1.571948, -0.507646], [-8.099900, 0.702107, 1.482301], [7.814235, 8.414192, -4.314530], [6.290990, 1.369251, -0.177963], [4.493308, 3.328255, -4.327223], [2.665388, 0.002388, 6.186609], [1.456639, -0.475397, -3.177246], [-2.290025, -3.697041, 5.137845], [-0.028345, 0.924797, -4.648253], [6.804174, -2.963593, 8.225515], [6.540040, 1.584346, -2.291510], [-11.972235, -5.491881, -0.438679], [4.039683, 2.780713, 0.150803], [-1.224136, -0.348321, -3.019172], [-2.223479, 4.722379, -3.121019], [-7.681885, 2.233255, 0.023545], [3.890279, 0.155464, 4.445675], [-11.101231, -1.133784, -2.084490], [6.518443, -1.045972, 7.468931], [-5.297236, 2.660981, -1.113362], [1.575373, 0.808117, -0.968403], [-7.547200, 3.727164, -1.330949], [0.828544, -2.015211, -0.077437], [7.127281, 7.425030, -4.314409], [1.740913, -0.004645, 5.610778], [-12.484279, -6.173688, 0.234462], [1.857245, 0.376528, 2.480509], [-1.442954, 4.914283, -1.051296], [4.899733, 9.485125, -4.120506], [4.573459, 1.374444, 1.560169], [-7.124615, 3.504337, -0.352817], [-5.614702, 3.457523, -0.440186], [-4.036090, -7.247269, 2.413338], [0.378508, -4.607778, 3.936818], [-7.464163, 4.276947, 0.337103], [-4.475229, -7.452244, 1.440716], [-5.224965, 4.405928, -0.808595], [6.159171, 8.896697, -2.458066], [3.667965, 0.744063, 0.164546], [8.569580, 6.901741, -6.504641], [-7.568006, 1.916815, 1.311040], [-11.739702, -4.290848, 0.296980], [4.174002, -4.364054, -2.230458], [3.772425, 1.572161, 0.854704], [-12.607854, -5.290038, -1.299779], [-9.958425, -0.535381, 0.680447], [-0.589810, 2.883225, -1.137165], [2.536555, -0.633224, 7.063618], [8.661420, 6.273786, -5.619285], [-10.471797, -3.557931, -1.421643], [7.897161, -1.690523, 8.802882], [-8.541139, -0.737446, 2.841681], [3.699010, -3.077860, -0.044900], [-2.490571, 1.820784, -3.546837], [3.327043, -7.687588, -3.661982], [-10.912143, -2.302401, 0.407363], [7.434212, 6.262620, -4.891049], [3.736001, -6.777996, -4.104595], [-10.917611, -0.485382, -1.228606], [-0.315317, -4.509988, 4.772019], [5.405051, 8.468740, -3.118244], [-0.055042, 4.425364, -2.703828], [-2.186373, -4.427864, 3.193718], [-3.347606, -6.005031, 2.295504], [-11.887162, -0.155735, -0.851478], [0.521114, -1.697421, -2.260757], [0.173945, -3.954821, 5.571697], [2.716085, -3.900396, 1.163979], [4.179958, -4.691965, 0.541341], [3.646496, -1.500856, 4.977646], [-1.311485, -2.786038, 3.992249], [-10.150170, -1.211831, -0.145222], [-1.182969, 3.097723, -4.658035], [3.316362, 3.703445, -2.194494], [4.218700, 3.109961, -2.196888], [4.016496, -6.982304, -5.138659], [4.720931, 2.561417, -1.017746], [-4.825287, -7.189485, 3.160312], [3.331366, -1.307379, 1.216439], [3.342734, -4.039426, 0.290191], [3.116033, -4.733181, -4.459855], [4.635151, -6.516151, -3.549362], [4.582819, 8.117314, -2.498498], [-2.753995, 3.213872, -1.581616], [4.866878, 2.900452, -3.409960], [-10.353921, 0.383348, -1.568199], [6.017691, 2.125807, -3.468844], [-1.321288, 2.449411, -3.496711], [4.167021, 9.028570, -4.787325], [8.848228, 5.248245, -5.924794], [-10.987073, -3.393028, -0.347004], [-6.922484, -0.034350, 3.024734], [1.430255, -2.025937, 2.458858], [5.317627, -1.302993, 6.923937], [-0.470375, 0.229374, -2.493116], [-0.166440, 1.419753, -3.377668], [1.977633, -0.969453, 1.626543], [1.540321, -0.274598, -1.048409], [-0.048795, -0.591292, 0.424753], [-1.377013, 3.782687, -2.142909], [4.433792, 10.324726, -3.604600], [2.241643, -5.436075, -2.715752], [1.207587, 2.231372, 0.869136], [-5.168326, 3.260170, 0.533143], [-11.035612, -5.940330, -0.762348]], "forces_ev_per_angstrom": [[-0.03, 0.00, 0.10], [0.14, -0.04, 0.09], [0.01, -0.04, 0.08], [0.02, -0.17, 0.11], [0.10, -0.08, -0.32], [0.12, -0.04, -0.15], [-0.46, 0.06, -0.28], [0.10, 0.11, -0.02], [0.17, 0.37, 0.18], [0.02, -0.07, 0.06], [-0.72, 1.32, 1.07], [-0.03, 0.10, 0.00], [-0.06, -0.05, 0.03], [-0.04, 0.05, -0.13], [0.11, 0.26, -0.62], [0.24, -0.31, 0.19], [0.25, 0.30, 0.34], [-0.10, 0.03, 0.14], [-0.10, 0.05, 0.07], [-0.05, -0.16, 0.14], [0.08, -0.06, 0.16], [0.08, 0.00, -0.03], [-0.04, 0.04, 0.06], [0.08, 0.07, -0.02], [-0.06, -0.09, -0.02], [-0.13, 0.07, 0.03], [0.03, 0.74, 1.05], [0.04, 0.03, 0.08], [0.00, -0.06, 0.05], [-0.06, 0.04, 0.07], [-0.17, 0.19, -0.27], [-0.06, -0.13, -0.03], [0.01, 0.01, 0.07], [0.07, 0.02, 0.03], [0.02, 0.00, 0.11], [-0.24, 0.12, 0.00], [0.06, -0.03, 0.34], [-0.01, -0.27, -0.26], [-0.08, -0.16, -0.05], [-0.02, 0.06, -0.28], [-0.10, 0.00, 0.01], [-0.71, 0.39, 0.11], [-0.06, -0.19, 0.01], [-0.12, -0.23, -0.12], [-0.35, 0.16, 0.04], [-0.07, 0.04, -0.02], [-0.13, -0.01, -0.06], [0.20, 0.02, 0.04], [0.09, -0.01, -0.01], [0.06, -0.01, 0.05], [-0.03, 0.07, -0.10], [-0.05, 0.08, 0.25], [-0.12, -0.18, 0.01], [0.10, -0.20, 0.25], [-0.21, -0.03, -0.05], [0.05, 0.04, -0.09], [-0.01, 0.10, 0.09], [0.65, 0.02, -1.30], [0.04, 0.10, 0.01], [0.11, -0.05, -0.24], [-0.08, -0.21, 0.27], [0.23, 0.38, -0.15], [0.04, -0.24, 0.15], [-0.11, -0.11, -0.09], [0.05, 0.18, 0.02], [0.01, -0.11, 0.13], [0.07, 0.10, -0.05], [-0.03, 0.00, -0.04], [0.11, -0.03, -0.10], [0.07, -0.12, -0.03], [0.04, 0.09, 0.06], [0.08, -0.04, -0.10], [-0.03, -0.03, 0.01], [0.04, -0.01, -0.04], [0.20, 0.15, -0.21], [0.08, 0.01, -0.06], [-0.07, -0.15, 0.15], [0.23, -0.12, 0.07], [-0.01, -0.07, -0.06], [0.14, -0.14, -0.07], [0.01, -0.04, -0.05], [0.00, 0.10, -0.08], [-0.01, 0.01, -0.13], [0.06, 0.04, -0.10], [-0.26, -0.33, 0.15], [-0.06, -0.02, -0.09], [0.02, -0.01, 0.09], [0.08, -0.02, -0.04], [0.10, -0.05, 0.20], [-0.19, -0.18, -0.12], [0.03, -0.34, -0.14], [-0.19, 0.33, 0.18], [0.34, -0.09, -0.01], [-0.06, 0.03, -0.05], [-0.04, -0.04, -0.03], [0.06, 0.09, 0.06], [-0.09, -0.15, -0.38], [0.01, 0.07, -0.05], [-0.15, 0.00, -0.08], [0.01, 0.01, -0.11], [0.09, -0.05, 0.11], [-0.04, -0.06, -0.22], [0.10, 0.35, -0.21], [0.16, 0.27, -0.13], [-0.12, -0.01, 0.27], [0.03, 0.15, -0.25], [-0.04, 0.00, -0.01], [0.01, 0.12, -0.67], [0.06, -0.01, 0.07], [0.06, 1.05, -0.58], [0.07, -0.27, 0.10], [0.07, 0.02, 0.12], [0.01, 0.08, -0.05], [0.05, -0.19, -0.04], [0.05, -0.16, 0.16], [0.39, -0.24, 0.12], [0.02, 0.01, 0.06], [0.48, -0.37, 0.63], [0.46, 0.57, -0.25], [-0.08, 0.01, 0.09], [-0.12, -0.04, 0.05], [0.00, 0.08, 0.06], [0.01, 0.09, 0.04], [-0.61, 0.18, 0.04], [-0.08, 0.11, -0.13], [0.43, -0.48, -0.17], [-0.43, -0.98, -0.08], [-0.04, -1.38, 1.76], [0.33, -0.19, -0.65], [0.02, 0.21, 0.28], [-0.79, 0.28, -0.06], [-0.03, -0.03, 0.03], [-0.08, 0.00, -0.02], [0.19, -0.57, -0.52], [-0.03, 0.08, 0.03], [0.01, 0.07, -0.07]]}



Entry 2:
{"formula": "H8O4", "method": "ωB97M-V/def2-TZVPD", "e_tot_ha": -305.71299, "total_charge": 0, "homo_lumo_gap_ev": 11.7, "fmax_ev_per_a": 3.92, "spin_multiplicity": 1, "lumo_ev": 0.24, "smiles": "O.O.O.O", "elements": ["O", "O", "H", "H", "H", "H", "O", "H", "H", "H", "H", "O"], "xyz": [[-3.067739, -0.882699, -0.364614], [2.707516, -1.425187, -0.391780], [3.337279, -0.968640, 0.184096], [1.167023, 2.718545, -0.255709], [0.400093, 1.424768, -0.262406], [-3.453020, -0.036960, -0.635916], [0.330864, 2.309054, -0.108268], [-0.227914, -0.116238, -0.222379], [0.615385, -0.498559, 1.083011], [-3.501430, -1.030806, 0.457560], [1.961888, -0.945355, -0.121093], [-0.269943, -0.547918, 0.637502]], "forces_ev_per_angstrom": [[0.08, 0.71, -1.09], [1.82, -0.18, 0.18], [0.63, -0.49, -0.32], [0.90, 0.27, -0.25], [0.58, -3.37, -0.58], [0.22, -0.21, -0.16], [-1.31, 3.60, 0.85], [-0.10, -0.44, 0.08], [-1.36, 0.14, -0.67], [-0.33, -0.45, 1.15], [-2.30, 0.56, 0.01], [1.19, -0.13, 0.80]]}



Entry 3:
{"formula": "C4H8N3O2", "method": "ωB97M-V/def2-TZVPD", "e_tot_ha": -471.61777, "total_charge": 1, "homo_lumo_gap_ev": 9.0, "fmax_ev_per_a": 5.78, "spin_multiplicity": 1, "lumo_ev": -3.31, "smiles": "COn1cc(O)[nH]c1=[NH2+]", "elements": ["O", "H", "H", "C", "H", "H", "O", "C", "N", "H", "N", "C", "C", "H", "N", "H", "H"], "xyz": [[-3.077916, -0.472818, -1.249053], [1.645690, 1.982672, 1.912525], [-1.984564, 0.677028, 1.221449], [1.063395, 1.547129, 1.103390], [1.519861, -2.635567, -1.335135], [0.168010, 2.149061, 0.928553], [0.736970, 0.232207, 1.554296], [-1.904630, -0.513621, -0.614623], [-0.896903, -1.261264, -1.230617], [-1.081566, -1.708755, -2.122226], [-0.197125, -0.422219, 0.858390], [-1.462141, 0.026310, 0.544503], [0.241274, -1.245179, -0.581044], [-3.757129, -0.027967, -0.726642], [1.394860, -1.841773, -0.721371], [2.123625, -1.653827, -0.045883], [1.664953, 1.501751, 0.188876]], "forces_ev_per_angstrom": [[0.06, -0.24, -0.26], [-0.02, -0.04, -0.08], [-0.11, 0.05, 0.04], [0.06, 0.52, -0.37], [0.02, 0.07, 0.02], [0.05, -0.11, 0.06], [0.04, -0.10, 0.49], [0.03, 0.86, 1.28], [0.08, -0.19, -0.51], [0.14, -0.08, 0.06], [1.58, -3.44, -4.36], [-0.64, 0.38, -0.66], [-1.24, 2.54, 4.45], [0.07, -0.04, 0.02], [0.04, -0.21, -0.22], [-0.08, 0.06, -0.03], [-0.08, -0.03, 0.07]]}